{"formula": "C33H92AgN5O11", "method": "wB97M-V/def2-TZVPD", "symbols": ["H", "H", "C", "H", "H", "O", "C", "H", "C", "C", "H", "O", "H", "H", "H", "H", "H", "H", "C", "H", "H", "C", "H", "H", "H", "N", "H", "H", "H", "H", "C", "Ag", "H", "H", "N", "H", "H", "H", "H", "H", "O", "C", "O", "C", "H", "C", "H", "C", "O", "H", "C", "H", "C", "H", "H", "H", "C", "O", "H", "C", "O", "H", "H", "H", "H", "H", "H", "H", "H", "C", "H", "C", "C", "O", "N", "H", "H", "H", "H", "H", "H", "C", "H", "H", "C", "H", "H", "H", "H", "N", "C", "H", "H", "H", "H", "C", "C", "O", "H", "H", "H", "H", "C", "C", "H", "H", "H", "H", "H", "H", "H", "C", "H", "H", "H", "H", "C", "O", "O", "C", "H", "H", "H", "H", "H", "H", "H", "N", "H", "H", "H", "C", "C", "H", "H", "C", "C", "C", "H", "H", "H", "H"], "positions_angstrom": [[-0.624, -0.246, -6.153], [-4.157, 0.938, 7.763], [2.866, 1.873, 1.706], [-5.644, 1.652, 1.764], [-3.815, 2.294, 4.407], [1.652, -5.920, 0.910], [3.874, 1.352, -4.031], [3.579, -2.540, 0.846], [-1.766, 3.158, 1.106], [-0.471, -0.461, 2.193], [-1.473, -0.385, -2.522], [1.660, 2.535, 1.900], [-1.413, 2.698, 2.024], [-0.164, 0.544, 1.904], [-0.086, -6.379, 1.891], [-1.790, -2.073, 1.529], [0.400, 3.313, 3.262], [5.150, 1.624, -2.271], [-3.961, -3.345, -2.317], [0.445, -1.135, 2.288], [4.199, 3.793, -0.180], [-0.037, 4.122, -4.013], [2.701, 0.870, -1.440], [-2.340, 1.493, 0.141], [3.648, 2.348, 2.357], [1.391, -2.793, -0.846], [-4.252, 3.947, 6.208], [5.278, 0.060, -3.056], [0.227, -5.076, -0.384], [6.085, -2.594, 2.358], [3.230, -2.713, -4.429], [0.271, 1.084, -0.726], [-0.966, 4.875, -0.014], [-4.274, 0.582, 4.891], [2.515, 0.877, -0.477], [1.037, -3.348, -1.618], [-1.024, -0.417, 3.131], [-5.195, -4.279, -3.819], [8.167, 0.234, 0.360], [-3.653, -2.770, -3.148], [6.151, -1.637, 2.117], [0.776, -6.880, 1.426], [0.432, 1.201, -3.303], [-0.448, 0.493, -4.111], [2.208, 3.281, 3.702], [-4.095, 1.647, 5.232], [0.151, 3.951, 0.818], [5.158, 1.136, -3.271], [2.817, -2.077, -3.270], [4.394, 1.509, 0.325], [7.391, -1.461, 1.439], [-5.531, 3.495, 1.701], [-1.747, 0.907, 5.493], [2.042, -2.096, -1.173], [-5.267, 2.639, 3.222], [2.718, -4.406, -3.291], [-0.837, 4.319, 0.911], [-0.967, -1.096, -0.174], [-5.737, 3.715, 7.015], [-1.489, -1.094, 1.169], [-0.264, 3.567, -2.764], [-5.138, -1.784, 1.380], [4.310, -2.754, -4.526], [3.399, -5.002, -4.833], [0.044, 2.588, -2.868], [0.702, 0.936, -5.857], [-2.208, -2.829, -1.425], [2.822, -1.105, -3.426], [-5.781, 3.956, 5.234], [-4.760, -2.460, -1.404], [3.489, 3.048, -1.512], [-0.928, -0.745, -3.403], [-2.942, 1.471, 6.238], [-5.245, 2.130, 5.893], [-3.380, 0.551, 7.246], [2.747, 0.864, 2.091], [2.065, -2.356, 1.698], [7.584, -2.267, 0.751], [-2.896, 4.232, 2.381], [1.734, -4.323, -4.693], [-5.481, -4.825, -2.177], [2.713, -3.106, 1.201], [-2.914, -3.976, -0.547], [-6.284, -1.364, 0.079], [-5.268, 3.512, 6.065], [-0.615, 6.128, -3.404], [-4.112, -1.604, -1.087], [-0.977, 5.001, 1.713], [3.017, -3.824, 2.016], [-1.627, 2.192, -0.007], [2.745, -4.200, -4.404], [0.469, -4.350, 1.312], [3.486, 2.395, -4.054], [2.868, -4.315, -0.430], [-3.982, -5.341, -3.092], [-4.694, -4.568, -2.875], [-5.810, -2.204, 0.616], [2.989, 0.453, -3.435], [1.267, 1.786, 3.764], [6.383, -0.066, 0.098], [3.943, 1.120, -5.077], [-2.671, 0.208, 7.924], [3.318, 3.163, -0.461], [0.936, -4.758, 0.403], [-0.362, 3.393, -4.798], [1.280, -7.477, 2.143], [-5.678, -2.100, -1.931], [-1.607, -1.391, -3.948], [-0.020, -1.307, -3.069], [0.398, -7.430, 0.609], [-0.334, 5.859, -5.166], [0.145, 0.130, -5.448], [-1.844, 5.347, -4.288], [2.651, -0.102, -0.220], [-2.334, -0.445, 1.099], [2.854, -2.138, -5.260], [1.308, 2.761, 3.243], [-5.151, -3.133, -0.255], [-3.786, 2.421, 1.888], [7.260, -0.096, 0.837], [2.046, 0.782, -3.436], [-1.474, 1.481, 4.527], [-1.351, 1.150, -4.255], [-2.691, 2.457, 6.728], [-0.932, 0.992, 6.138], [-0.130, -1.579, -0.169], [-1.799, 2.788, -0.856], [-2.753, -3.687, -1.503], [6.020, 1.425, -3.866], [0.842, -0.694, -5.236], [-3.655, 4.146, 0.763], [-5.150, 2.554, 2.150], [-0.756, 5.439, -4.214], [-1.904, -0.124, 5.275], [-6.593, -2.698, 1.221], [-3.124, 3.584, 1.535], [3.387, 1.883, 0.254], [2.051, -3.743, 0.023], [2.451, 3.612, -0.097], [8.238, -1.430, 2.160], [1.030, 4.313, -4.146], [7.031, 0.539, 1.745]], "lowdin_charge": [0.090, 0.072, -0.210, 0.100, 0.091, -0.209, -0.299, 0.068, -0.433, -0.056, 0.052, -0.247, 0.112, 0.028, 0.089, 0.107, 0.065, 0.067, -0.401, 0.077, 0.112, -0.383, 0.012, 0.062, 0.137, 0.063, 0.096, 0.084, 0.133, 0.103, -0.327, 0.785, 0.090, 0.156, 0.031, 0.082, 0.045, 0.081, 0.063, 0.109, -0.111, -0.120, -0.319, -0.603, 0.111, -0.213, 0.045, -0.070, -0.126, 0.114, -0.350, 0.103, -0.067, 0.052, 0.051, 0.071, -0.049, -0.176, 0.086, -0.262, -0.163, 0.079, 0.098, 0.079, 0.001, 0.061, 0.035, 0.021, 0.077, -0.270, 0.068, -0.076, -0.469, -0.191, 0.032, 0.120, 0.057, 0.105, 0.131, 0.044, 0.069, -0.063, 0.063, 0.085, -0.117, 0.055, 0.130, 0.075, 0.106, 0.048, -0.063, 0.120, 0.126, 0.136, 0.067, -0.046, -0.099, -0.166, 0.092, 0.088, 0.105, 0.097, -0.035, -0.150, 0.116, 0.078, 0.136, 0.070, 0.083, 0.072, 0.086, -0.054, 0.068, 0.076, 0.078, 0.098, -0.089, -0.183, -0.193, -0.103, 0.052, 0.098, 0.137, 0.141, 0.052, 0.022, 0.105, 0.049, 0.072, 0.066, 0.140, -0.082, -0.099, 0.065, 0.090, -0.228, -0.370, -0.441, 0.055, 0.115, 0.101, 0.096], "de_lowest_kj_mol": 175.67, "gap_ev": 8.5}

{"formula": "C39H40N4O2OsSe", "method": "wB97M-V/def2-TZVPD", "symbols": ["H", "C", "H", "C", "H", "H", "C", "H", "C", "H", "C", "C", "Se", "H", "C", "C", "H", "N", "H", "H", "H", "C", "C", "H", "H", "H", "O", "C", "H", "C", "H", "H", "H", "C", "C", "C", "C", "C", "H", "C", "C", "O", "H", "C", "C", "C", "H", "H", "H", "C", "H", "C", "N", "C", "N", "N", "C", "H", "H", "C", "C", "C", "H", "H", "H", "C", "H", "C", "H", "C", "H", "C", "H", "H", "H", "C", "H", "H", "C", "H", "Os", "H", "C", "C", "H", "C", "C"], "positions_angstrom": [[-6.381, -0.768, -4.762], [-4.910, -2.791, -0.019], [-3.354, -3.180, -2.266], [5.690, -1.414, -0.128], [-4.863, -2.063, -3.368], [3.510, -1.070, 4.380], [6.370, -0.673, -2.319], [1.450, 2.315, 0.933], [-4.258, -0.379, -2.152], [1.714, 0.664, -3.659], [1.260, -2.599, 5.030], [0.110, -0.408, 4.688], [2.777, -2.636, -2.848], [2.850, 6.106, -1.303], [-4.101, -0.879, 1.188], [4.545, -1.982, -0.664], [-3.893, 1.481, -1.136], [1.356, -1.664, 0.019], [-0.819, -0.910, 4.411], [1.568, 5.848, 0.729], [-5.424, 2.769, -2.556], [1.251, -2.669, 2.166], [-3.363, -1.209, -1.228], [-4.834, -0.664, 3.187], [5.090, -1.237, -3.949], [3.849, -2.513, -0.028], [-1.892, 0.570, -0.288], [1.342, -1.427, 2.796], [-6.220, -2.709, 3.098], [-4.123, -1.644, 0.028], [2.667, -0.465, 5.807], [1.291, -2.426, 6.105], [-6.258, -4.074, 1.035], [-4.429, 0.982, -1.932], [-5.835, -0.271, -3.972], [1.565, 4.426, -0.880], [1.257, -2.756, 0.792], [1.519, 0.645, -0.381], [0.331, -3.131, 4.812], [1.650, 1.075, -2.660], [1.650, 2.426, -2.431], [-0.622, -3.128, -2.464], [2.431, 4.368, 1.125], [-5.652, -3.180, 1.085], [1.440, -0.443, 0.597], [1.577, 2.928, -1.123], [1.513, 0.681, 2.393], [0.273, 4.809, -2.612], [-4.976, -3.394, -0.917], [-6.005, 1.086, -3.750], [2.103, -3.246, 4.781], [0.303, 5.008, -1.540], [-2.815, -2.395, -1.938], [1.440, -0.309, 1.965], [-0.997, -1.205, -1.437], [1.579, 0.187, -1.651], [6.592, -0.750, -0.951], [1.174, -3.705, 0.278], [1.164, -3.584, 2.733], [-1.514, -2.329, -1.997], [5.243, -1.259, -2.877], [1.553, 4.765, 0.610], [-0.602, 4.598, -1.088], [2.669, 0.486, 4.327], [7.085, -0.174, -2.959], [-5.627, -2.417, 2.243], [-6.692, 1.654, -4.362], [1.333, -1.256, 4.305], [0.123, 0.573, 4.212], [-4.851, -1.270, 2.290], [3.731, 4.587, -1.128], [1.518, 1.994, -0.095], [5.882, -1.495, 0.934], [2.823, 4.927, -2.608], [-3.510, 0.024, 1.239], [2.624, -0.530, 4.720], [0.293, 6.089, -1.402], [7.482, -0.309, -0.526], [2.820, 5.040, -1.523], [0.652, 4.397, 1.105], [0.910, -1.729, -1.924], [0.103, -0.253, 5.767], [4.330, -1.886, -2.035], [-5.297, 1.709, -2.734], [1.699, 3.093, -3.279], [-4.968, -1.002, -3.174], [-2.043, -0.453, -0.892]], "lowdin_charge": [0.115, -0.027, 0.165, -0.054, 0.107, 0.097, -0.049, 0.116, -0.142, 0.124, -0.050, -0.022, 0.916, 0.099, -0.019, -0.122, 0.111, -0.107, 0.095, 0.099, 0.113, 0.050, -0.208, 0.112, 0.108, 0.089, 0.124, -0.108, 0.114, -0.139, 0.100, 0.099, 0.115, -0.017, -0.056, -0.554, -0.073, -0.175, 0.095, -0.068, 0.038, -0.105, 0.094, -0.055, -0.166, -0.108, 0.127, 0.086, 0.109, -0.061, 0.096, -0.022, 0.226, 0.085, 0.004, -0.096, -0.044, 0.133, 0.124, -0.545, -0.116, -0.051, 0.096, 0.083, 0.121, -0.062, 0.114, -0.553, 0.083, -0.057, 0.098, 0.088, 0.116, 0.084, 0.106, -0.025, 0.100, 0.120, -0.026, 0.093, 1.283, 0.101, -0.589, -0.053, 0.130, -0.029, -0.352], "total_charge": 2, "gap_ev": [5.0, 5.0]}

{"formula": "C32H44N3O4PS3", "method": "wB97M-V/def2-TZVPD", "symbols": ["C", "H", "H", "H", "C", "H", "H", "C", "C", "H", "C", "H", "H", "C", "H", "C", "H", "H", "C", "C", "S", "H", "C", "C", "H", "S", "H", "O", "H", "C", "H", "C", "C", "S", "C", "C", "H", "H", "C", "C", "H", "H", "C", "H", "H", "H", "C", "C", "H", "H", "H", "C", "H", "H", "C", "O", "H", "C", "C", "C", "H", "H", "C", "H", "O", "H", "H", "H", "C", "N", "H", "C", "H", "H", "N", "H", "C", "H", "H", "C", "H", "C", "O", "H", "H", "N", "P"], "positions_angstrom": [[-0.061, 2.679, -1.055], [5.208, 4.968, 0.162], [-2.668, 2.293, 3.256], [-3.346, -5.206, -2.981], [-0.271, 0.929, -2.796], [5.429, 7.712, 0.818], [0.814, -3.037, -1.477], [-1.377, 2.284, -0.218], [-1.052, -2.178, -3.276], [3.442, 3.501, -0.406], [4.674, 5.990, 0.132], [-0.776, 2.919, -2.985], [3.551, 7.340, -1.255], [3.012, -2.908, 1.750], [-3.607, -2.773, 0.041], [-2.858, 2.051, 2.150], [-0.410, -3.345, 1.526], [-3.887, -4.837, -1.163], [-3.316, -4.451, -2.106], [-5.149, 1.093, 3.639], [-0.466, -5.889, 0.014], [-1.811, -5.048, 2.604], [0.187, -3.884, 2.372], [2.623, -4.417, 2.176], [-4.664, 1.961, 0.660], [-2.704, 1.472, -1.282], [3.348, -5.189, 1.724], [1.985, 3.942, 4.081], [-4.124, 3.690, 1.259], [-5.395, 2.394, 2.731], [1.727, 5.703, -2.088], [-2.046, -1.232, -2.484], [0.323, -1.544, -3.787], [2.282, -4.929, -0.931], [1.476, -3.888, -3.549], [1.117, 3.336, -0.239], [4.008, 6.202, 1.048], [-1.375, -4.022, 4.114], [-4.257, 2.589, 1.555], [3.776, 6.195, -1.225], [-5.495, 3.329, 3.396], [2.755, -4.495, 3.333], [-1.547, 2.502, 1.329], [4.369, 5.965, -2.185], [2.501, -2.189, 2.498], [0.506, -4.537, -3.546], [-0.944, -4.682, 3.262], [2.498, 3.799, -0.986], [2.000, 2.947, 4.126], [0.838, -2.972, -5.515], [2.338, -4.585, -3.886], [-3.794, -2.972, -2.536], [-2.208, -4.341, -1.749], [-6.408, 2.230, 2.173], [1.750, -3.471, -2.014], [3.725, 3.222, 2.102], [1.723, 5.776, -0.223], [-0.358, 3.156, 2.138], [-1.634, 0.268, -2.261], [2.355, 5.433, -1.142], [-2.258, -1.407, -0.078], [-4.044, -0.931, -0.016], [0.966, 3.557, 1.346], [2.376, -2.134, -4.692], [5.695, 7.059, 0.117], [3.405, 2.288, 2.022], [2.633, -2.623, 0.687], [-2.894, 0.885, 2.074], [-3.322, -1.757, -0.411], [-3.354, -1.694, -1.913], [4.161, -2.811, 1.826], [1.325, -2.591, -4.548], [0.601, -3.071, 3.085], [-4.449, -0.880, 4.937], [0.016, 2.393, -2.540], [2.567, -2.648, -1.918], [1.030, -5.176, 0.427], [-0.412, -5.588, 3.766], [2.576, 3.390, -2.058], [0.717, -0.021, -3.585], [1.725, 0.404, -3.984], [-4.767, -0.057, 4.183], [-4.601, -2.882, -3.541], [-1.264, -3.290, -3.463], [-0.478, 3.314, 3.271], [1.220, -4.835, 1.852], [2.387, 4.301, 2.414]], "lowdin_charge": [-0.142, 0.119, 0.115, 0.105, -0.175, 0.093, 0.081, -0.309, 0.047, 0.088, -0.244, 0.121, 0.117, -0.115, 0.094, -0.205, 0.114, 0.096, -0.044, -0.122, 0.611, 0.045, -0.256, -0.263, 0.087, 0.881, 0.108, -0.348, 0.120, -0.199, 0.119, -0.144, -0.150, 0.777, -0.252, -0.093, 0.079, 0.070, -0.202, -0.180, 0.113, 0.133, -0.161, 0.117, 0.067, 0.109, -0.121, -0.159, 0.052, 0.116, 0.111, -0.362, 0.032, 0.115, -0.474, -0.349, 0.100, -0.018, -0.307, -0.207, 0.099, 0.082, -0.261, 0.115, -0.144, 0.060, 0.061, 0.115, -0.092, -0.110, 0.088, -0.154, 0.116, 0.051, -0.012, 0.093, -0.943, 0.086, 0.105, 0.037, 0.106, 0.053, 0.018, 0.093, 0.092, -0.223, 0.919], "gap_ev": 7.5}

{"formula": "CuI", "method": "wB97M-V/def2-TZVPD", "symbols": ["I", "Cu"], "positions_angstrom": [[-0.652, -0.870, -1.634], [0.652, 0.870, 1.634]], "lowdin_spin": [1.008, -0.008], "total_charge": 1, "s_squared": 0.753, "de_lowest_kj_mol": 109.79, "gap_ev": [6.8, 6.5], "multiplicity": 2}

{"formula": "C2H10N3OP", "method": "wB97M-V/def2-TZVPD", "symbols": ["N", "C", "N", "H", "H", "H", "H", "H", "H", "H", "O", "H", "H", "H", "C", "P", "N"], "positions_angstrom": [[0.774, 1.613, 0.959], [1.251, -1.997, -0.384], [-1.107, 0.938, -0.862], [-1.310, 0.582, -1.760], [2.127, -1.784, -0.993], [1.500, -2.824, 0.198], [0.284, -2.189, -1.116], [0.661, -0.880, 1.303], [0.024, 1.347, 1.519], [-1.408, 0.603, 1.141], [1.729, 1.113, -1.397], [-2.157, -0.579, 0.208], [0.913, 2.676, 0.914], [-2.900, 0.983, 0.147], [-1.972, 0.492, 0.214], [0.729, 0.719, -0.413], [0.864, -0.811, 0.321]], "lowdin_charge": [-0.079, -0.160, -0.165, 0.038, 0.066, 0.046, 0.125, 0.084, -0.017, 0.039, -0.301, 0.068, 0.122, 0.060, -0.199, 0.490, -0.215], "de_lowest_kj_mol": 132.47, "gap_ev": 9.7}

{"formula": "C11H23BNO10PS", "method": "wB97M-V/def2-TZVPD", "symbols": ["H", "H", "C", "H", "H", "B", "O", "H", "O", "H", "H", "H", "S", "O", "C", "H", "H", "H", "O", "O", "H", "H", "O", "H", "C", "C", "C", "C", "P", "N", "H", "C", "H", "H", "H", "H", "O", "C", "C", "C", "O", "H", "H", "O", "H", "C", "O", "H"], "positions_angstrom": [[-2.703, -1.269, 1.466], [1.447, 1.363, 4.295], [-3.404, -3.357, -3.039], [0.489, 3.223, -2.251], [-4.061, -5.223, -2.166], [1.804, 0.677, 2.391], [1.214, -1.546, 1.379], [-3.421, -2.773, -0.946], [-0.404, 1.835, 0.909], [-0.076, 1.213, 0.247], [3.312, -0.048, 1.348], [4.231, 3.986, -2.401], [-1.456, -1.755, 1.439], [-1.312, 2.162, 3.135], [2.182, 4.612, -2.106], [4.084, 2.302, -0.681], [4.036, 5.033, -0.991], [-4.429, -3.000, -3.128], [-0.359, -2.446, 4.968], [1.072, -1.311, 3.622], [1.068, 2.486, 3.164], [-1.131, -5.064, -2.987], [-2.836, 1.031, 1.391], [-2.235, -1.876, -1.912], [0.840, -0.634, 2.363], [-3.292, -4.870, -2.856], [-1.912, -4.999, -2.222], [3.256, 3.008, -0.738], [-1.473, 1.180, 1.897], [1.690, 1.718, 3.378], [1.831, 2.868, -3.355], [-0.730, -0.428, 2.422], [2.207, 5.228, -3.004], [-1.821, -5.863, -1.562], [-2.853, -3.043, -3.928], [1.614, 5.144, -1.341], [-0.987, -0.572, 3.834], [-2.713, -2.847, -1.780], [3.566, 4.242, -1.574], [-0.119, -1.563, 4.225], [2.144, 2.365, -1.377], [1.368, -1.081, 0.550], [-3.382, -5.433, -3.784], [2.735, 0.719, 1.385], [-1.909, 1.905, 3.849], [1.575, 3.237, -2.355], [-1.713, -3.812, -1.455], [2.965, 3.274, 0.282]], "lowdin_charge": [-0.096, 0.086, -0.168, 0.115, 0.113, -0.529, 0.003, 0.110, -0.083, 0.097, 0.124, 0.113, 0.951, -0.092, -0.167, 0.115, 0.112, 0.111, 0.214, 0.122, 0.071, 0.116, -0.266, 0.112, -0.404, -0.169, -0.205, -0.208, 0.447, 0.200, 0.117, -0.658, 0.111, 0.117, 0.113, 0.114, 0.010, -0.231, -0.165, -0.553, -0.159, 0.112, 0.110, 0.162, 0.105, -0.206, -0.160, 0.114], "gap_ev": 9.7}

no.,DFT total energy (Ha)
1,-2560.70230
2,-4371.30030
3,-3246.22229
4,-1937.80020
5,-663.08609
6,-2004.63738